one | Here is the ion C5H6N with charge +1 from OMol25. Energies are from ωB97M-V with the def2-TZVPD basis set.

Geometry as XYZ:
```
12
Properties=species:S:1:pos:R:3
C 2.5938 -1.7676 -0.8685
C 1.4265 -1.1666 -0.7228
C 0.3045 -0.7240 -0.4591
C -0.8650 -0.1259 -0.1114
C -0.8977 1.0036 0.6853
N -1.9867 1.6420 0.9538
H 2.7816 -2.3984 -1.7582
H 3.3566 -1.2100 -0.2855
H -1.9389 -0.4101 -0.4712
H 0.1024 1.3197 1.0026
H -2.0712 2.4464 1.6053
H -2.8058 1.3909 0.4297
```

Calculated values
SMILES string: C=C=C=CC=[NH2+]
HOMO level in Eh: -0.5149
Orbital gap in eV: 8.0
Total charge: +1

two | Here is the ion C5H6N with charge +1 from OMol25. Energies are from ωB97M-V with the def2-TZVPD basis set.

Geometry as XYZ:
```
12
Properties=species:S:1:pos:R:3
N 1.6239 -0.4255 -0.0532
C 0.3336 0.1482 0.4520
C -0.2725 -0.8132 1.4658
C -1.8077 -0.2059 1.0320
C -1.9457 0.0120 -0.2979
C -0.6736 0.4145 -0.6584
H 1.6997 -1.4121 0.3211
H 2.4566 0.0441 0.1728
H 1.6386 -0.3879 -1.0957
H 0.3846 1.1540 0.8744
H -2.7976 0.3560 -0.8377
H -0.6398 1.1159 -1.3753
```

Calculated values
SMILES string: [NH3+][C@@H]1C#CC=C1
HOMO level (alpha / beta) in Eh: -0.4879 / -0.5044
Orbital gap (alpha / beta) in eV: 7.6 / 7.9
Total charge: +1

Most stable structure, least stable structure: one, two.

one | Here is a structure of composition C2H5O2S from OMol25. Energies are from ωB97M-V with the def2-TZVPD basis set.

Geometry as XYZ:
```
10
Properties=species:S:1:pos:R:3
C 1.1225 2.0180 0.7807
S 1.6666 0.3243 0.6619
H 1.7492 2.7349 0.1906
H 0.1305 2.1031 0.2902
H 1.1391 2.3890 1.8204
O -0.6566 -1.1682 -0.1085
C -1.4929 -1.1171 -1.1130
O -2.6826 -0.8864 -1.0173
H -0.8609 -1.0130 -2.0366
H 0.1768 -0.4315 -0.0945
```

Calculated values
HOMO level in Eh: -0.1194
Orbital gap in eV: 7.4
Total charge: -1

two | Here is a cluster of 2 separate species, C2H5O2S in total from OMol25. Energies are from ωB97M-V with the def2-TZVPD basis set.

Geometry as XYZ:
```
10
Properties=species:S:1:pos:R:3
S 2.1558 -1.3965 0.3151
H 1.5793 -2.2581 -0.5263
H 1.0613 -0.5334 0.1836
O -1.6261 -0.4432 0.0720
C -1.0840 0.6546 -0.1400
O 0.1518 0.9140 -0.0984
C -1.9878 1.8514 -0.4668
H -1.8563 2.6199 0.2997
H -1.6402 2.3031 -1.3967
H -3.0262 1.5341 -0.5081
```

Calculated values
HOMO level in Eh: -0.1656
Orbital gap in eV: 8.3
Total charge: -1

Most stable structure, least stable structure: two, one.

one | Here is the molecule C2H3OPS from OMol25. Energies are from ωB97M-V with the def2-TZVPD basis set.

Geometry as XYZ:
```
8
Properties=species:S:1:pos:R:3
C -1.7387 -0.5688 0.1932
C 1.5338 0.8327 -0.9935
O -0.6619 -0.7984 -0.4821
P 0.6016 -1.7771 -0.2296
S 1.9536 -0.1331 0.2971
H -2.0038 0.4820 -0.1652
H 1.7743 1.9317 -0.8996
H 0.4552 -2.1798 1.1026
```

Calculated values
HOMO level in Eh: -0.3165
Orbital gap in eV: 8.0

two | Here is a cluster of 2 separate species, C2H3OPS in total from OMol25. Energies are from ωB97M-V with the def2-TZVPD basis set.

Geometry as XYZ:
```
8
Properties=species:S:1:pos:R:3
C 4.8900 0.0156 0.7001
C 4.7093 -0.2841 -0.4643
O -4.4236 -1.2838 0.6179
P -5.1012 1.2125 -0.6233
S -5.4423 -0.2047 0.7884
H 5.0237 0.6586 1.4961
H 4.2905 -0.6767 -1.6098
H -3.9465 0.5624 -0.9050
```

Calculated values
HOMO level (alpha / beta) in Eh: -0.3492 / -0.3492
Orbital gap (alpha / beta) in eV: 7.9 / 7.9

Most stable structure, least stable structure: two, one.

one | Here is a cluster of 2 separate species, C2H3OPS in total from OMol25. Energies are from ωB97M-V with the def2-TZVPD basis set.

Geometry as XYZ:
```
8
Properties=species:S:1:pos:R:3
C 1.0310 1.7912 -0.2643
C -1.2793 -0.9614 0.3034
O 1.0803 -1.2134 -0.5078
P 2.1831 0.9482 0.2673
S 0.0395 -1.9544 0.1432
H -2.1668 -1.0301 0.9039
H -1.1313 0.1203 -0.0714
H 0.2434 2.2996 -0.7743
```

Calculated values
HOMO level in Eh: -0.3362
Orbital gap in eV: 8.6

two | Here is the molecule C2H3OPS from OMol25. Energies are from ωB97M-V with the def2-TZVPD basis set.

Geometry as XYZ:
```
8
Properties=species:S:1:pos:R:3
C 2.1479 -1.2355 -0.5082
C 0.0405 -0.2359 -0.0815
O 0.0318 -2.8671 0.3097
P 0.5754 -1.9121 -0.6320
S 3.3110 -0.5041 -1.2850
H -0.9243 -0.6191 0.0587
H 0.5145 0.0881 0.9129
H 0.1012 0.7029 -0.7650
```

Calculated values
HOMO level (alpha / beta) in Eh: -0.3177 / -0.3179
Orbital gap (alpha / beta) in eV: 6.9 / 7.0

Most stable structure, least stable structure: two, one.